24
Properties=species:S:1:pos:R:3:forces:R:3 method="wB97M-V/def2-TZVPD" total_charge=+1 smiles="CN(C)C(=O)Cn1[nH]cnc1=[NH2+]" e_lumo_ev=-3.91 multiplicity=1 max_force_ev_per_a=6.3
C -2.033186 1.883240 1.041142 -1.05 0.88 1.31
N -0.544797 1.804202 1.098815 1.21 -3.23 -1.34
C 0.107558 2.071929 -0.215187 -0.50 1.49 -0.90
C -0.061589 0.592003 1.749309 -1.45 0.95 3.87
O -0.360796 0.443744 2.966062 1.11 -0.19 -4.35
C 0.851418 -0.539340 1.096009 0.12 -0.41 1.22
N 0.372432 -1.059059 -0.215720 3.05 -1.93 -1.96
N -0.799476 -0.912969 -0.880405 -0.19 -1.89 -3.27
C -0.704901 -1.613429 -2.134687 2.43 0.45 1.97
N 0.570451 -2.240252 -2.297541 -3.24 3.52 4.08
C 1.202690 -1.875254 -1.043795 -2.27 0.03 -1.82
N 2.455395 -2.305340 -0.762270 0.30 0.29 0.84
H -2.469919 1.681464 -0.005204 0.77 0.28 1.37
H -2.335268 2.940915 1.383959 0.29 -1.61 -0.84
H -2.500112 1.178900 1.823363 0.84 1.00 -1.28
H -0.502476 1.615371 -1.081300 1.14 0.53 1.10
H 0.048156 3.209741 -0.384598 0.21 -1.72 0.21
H 1.212196 1.792384 -0.261464 -1.61 0.22 0.23
H 0.828367 -1.433083 1.824276 -0.20 1.62 -0.89
H 1.966295 -0.257678 1.018475 -1.81 -0.13 -0.28
H -1.611003 -0.373494 -0.555954 0.71 -0.36 0.15
H -1.604259 -1.567442 -2.837560 1.70 -0.30 1.04
H 2.743509 -2.632266 0.175555 -0.45 0.61 -0.94
H 3.169317 -2.404289 -1.501280 -1.10 -0.10 0.47

20
Properties=species:S:1:pos:R:3:forces:R:3 method="wB97M-V/def2-TZVPD" total_charge=-1 smiles="C/C=C/C[C@H](N)C[O-]" e_lumo_ev=3.65 multiplicity=1 max_force_ev_per_a=3.7
C -0.041872 0.040738 -2.734302 0.09 0.51 1.45
O 0.080173 -1.223451 -3.081740 -0.22 -0.32 -0.45
C -0.592414 0.217086 -1.208333 0.98 -1.77 -3.09
C 0.425212 -0.583235 -0.380079 -0.13 2.06 0.90
C 0.235145 -0.221329 1.065582 -0.33 -0.98 -0.34
C 0.910201 0.576531 1.874905 0.41 -0.14 1.17
C 0.648029 0.615319 3.381344 -0.33 0.14 -0.97
N -1.859970 -0.525483 -1.207435 -0.86 -0.19 -0.15
H 0.925419 0.618799 -2.708723 -0.01 0.17 -0.27
H -0.792448 0.686048 -3.280985 0.10 -0.12 -0.41
H -0.621124 1.302985 -1.111506 -0.38 -0.10 0.90
H 1.422774 -0.293201 -0.711222 0.12 -0.18 -0.07
H 0.245762 -1.638076 -0.577686 0.19 0.06 0.03
H -0.638140 -0.736447 1.468785 0.00 0.17 0.31
H 1.807645 1.130219 1.622575 0.05 -0.12 -0.64
H 0.906791 1.592745 3.787214 0.13 -0.05 0.22
H 1.229619 -0.180174 3.858156 -0.08 0.24 0.22
H -0.415561 0.457880 3.555884 -0.02 -0.17 0.23
H -1.556262 -1.461391 -1.493970 0.35 -0.11 0.51
H -2.318977 -0.375564 -2.118464 -0.07 0.89 0.44

20
Properties=species:S:1:pos:R:3:forces:R:3 method="wB97M-V/def2-TZVPD" total_charge=+1 e_lumo_ev=-2.80 multiplicity=1 max_force_ev_per_a=6.5
C -0.582598 -1.705665 -0.014550 4.33 4.70 1.08
C -1.288339 -0.588572 0.003316 1.16 -0.78 -1.51
C -0.447806 0.612864 0.242885 -1.76 1.33 1.54
C 1.305986 -1.071776 0.193877 -4.07 -0.16 0.40
C -2.704312 -0.360235 -0.336988 0.23 1.31 0.82
C 1.782159 1.259225 0.361271 1.60 2.30 -0.26
N 0.901496 0.314056 -0.277696 -0.89 -0.35 -0.87
O 2.196991 -1.634903 -0.652615 -2.76 2.30 -1.92
H -0.785618 -2.672510 0.125839 -0.73 -3.63 -0.08
H -0.946006 1.631166 -0.039724 1.46 -1.84 -0.28
H -0.400809 0.701920 1.364456 0.42 0.01 -0.93
H 1.716716 -0.763267 1.206807 -0.71 -1.59 -0.76
H -2.995601 -0.842742 -1.250106 -0.14 -0.02 -0.47
H -2.792391 0.765712 -0.367566 -0.83 -1.42 -0.11
H -3.230967 -0.812842 0.479011 -1.09 0.17 0.34
H 2.822491 1.068967 0.076297 -0.24 0.18 -0.06
H 1.465907 2.276482 0.053901 0.51 -0.47 0.25
H 1.707377 1.184103 1.465767 -0.16 -0.05 -0.80
H 0.804901 0.302284 -1.344752 0.79 0.26 1.65
H 2.790322 -2.111607 -0.171337 2.89 -2.24 1.94

Calculated values (kcal/mol) of energy relative to the best compared isomer or geometry (same formula, charge and spin) for the records, taken in order: 87.3; 12.3; 68.1.